(1)
ORCA calculation (wB97M-V/def2-TZVPD) on C10H11N4PdS2 as an isolated structure at a distorted geometry.

Results
Lowest unoccupied orbital energy in eV: -4.953
Molar mass in g/mol: 357.78
Charge: +1

Last column: Löwdin charge in e.
Element x y z (Å)
Pd1 -0.065078 0.591620 -0.372355  0.73
C1 -3.716813 -1.041810 -3.835778  -0.37
S1 -4.202873 0.245711 -2.650874  0.83
C2 -2.743373 0.254981 -1.659303  -1.05
S2 -1.376111 1.253058 -2.159986  0.57
N1 -2.723720 -0.438152 -0.564683  -0.07
N2 -1.636403 -0.389368 0.159848  -0.20
C3 -1.566595 -1.044943 1.336006  0.01
C4 -0.338886 -0.995420 2.009585  -0.23
C5 -0.075700 -1.628972 3.249814  0.02
C6 1.165290 -1.518164 3.819203  -0.02
C7 2.159391 -0.779995 3.159266  -0.02
C8 1.856214 -0.180395 1.953607  -0.10
N3 0.657336 -0.266179 1.382250  -0.02
H1 -4.550807 -1.198712 -4.512990  0.04
H2 -3.494825 -1.953991 -3.288861  0.04
H3 -2.844542 -0.697137 -4.385124  0.03
H4 -2.446902 -1.551915 1.707855  0.15
H5 -0.861139 -2.190638 3.725993  0.13
H6 1.385113 -1.993770 4.762562  0.12
H7 3.143416 -0.670473 3.586814  0.12
H8 2.606601 0.398131 1.422061  0.11
C9 3.670881 2.877166 -1.601154  -0.02
C10 2.505835 2.169935 -1.213961  -0.16
N4 1.570090 1.572707 -0.909939  0.04
H9 4.485389 2.667799 -0.907795  0.11
H10 3.477976 3.949647 -1.609265  0.11
H11 3.960237 2.559279 -2.602799  0.11

Atoms 1-6, force components in eV/Å:
-0.1 0.1 -0.4
0.4 0.1 0.2
-0.3 0.1 0.0
1.3 0.5 0.2
-0.3 -0.6 0.4
-2.5 -0.6 -0.5

(2)
ORCA calculation (wB97M-V/def2-TZVPD) on one molecule with the formula C10H11NO2 at a distorted geometry.

Results
Lowest unoccupied orbital energy in eV: 0.825
ΔE to the lowest compared entry with this formula, charge and spin in kcal per mole: 99.3
Molar mass in g/mol: 177.20

Last column: Löwdin charge in e.
Element x y z (Å)
C1 -3.508533 -0.578673 -1.510765  0.00
O1 -2.703139 -1.008971 -0.336403  -0.01
C2 -1.459238 -0.548929 -0.079688  -0.22
N1 -0.707944 0.290934 -0.713628  -0.14
O2 -1.156870 0.966870 -1.704763  -0.11
C3 0.642189 0.412828 -0.340745  -0.16
C4 1.497682 0.926070 -1.260057  0.01
C5 2.859459 1.072034 -0.919611  -0.06
C6 3.324045 0.749136 0.375150  -0.09
C7 2.399262 0.390748 1.282835  -0.05
C8 1.036701 0.150707 0.937852  -0.14
C9 0.018596 -0.381033 1.947535  -0.10
C10 -0.847622 -1.270534 1.097118  -0.10
H1 -3.743529 -1.406181 -2.269232  0.12
H2 -3.082100 0.253807 -2.053121  0.07
H3 -4.318680 -0.274555 -0.960236  0.05
H4 1.104244 1.474579 -2.102252  0.12
H5 3.522106 1.556269 -1.571560  0.08
H6 4.373621 1.185161 0.464741  0.13
H7 2.598840 0.364341 2.352437  0.11
H8 0.505079 -0.961872 2.759216  0.13
H9 -0.619510 0.437384 2.332756  0.13
H10 -0.182501 -1.969313 0.661663  0.12
H11 -1.552161 -1.830807 1.610758  0.10

Atoms 1-6, force components in eV/Å:
1.3 -1.2 -1.0
1.3 0.8 -1.4
-0.2 -1.6 1.4
-2.2 -0.6 0.1
0.0 0.9 -1.4
-0.1 0.0 0.4

(3)
ORCA calculation (wB97M-V/def2-TZVPD) on one molecule with the formula C10H11NO2S at a distorted geometry.

Results
Lowest unoccupied orbital energy in eV: 0.164
ΔE to the lowest compared entry with this formula, charge and spin in kcal per mole: 0.0
Molar mass in g/mol: 209.27

Last column: Löwdin charge in e.
Element x y z (Å)
C1 -2.777653 1.413030 -2.038994  -0.06
C2 -3.129652 2.183330 -0.945698  -0.05
C3 -1.716142 0.536405 -2.022529  -0.02
C4 -2.332537 2.072636 0.193389  -0.07
C5 -0.956510 0.460144 -0.902693  -0.13
C6 -1.316172 1.195515 0.224017  -0.29
C7 0.101637 -0.583310 -0.593328  -0.43
C8 3.003953 -0.425201 0.579688  -0.05
C9 1.611100 -2.530242 0.800923  -0.07
C10 1.763115 -1.089619 1.177506  -0.43
N1 0.527425 -0.388922 0.705077  -0.19
O1 0.692143 -1.221136 -1.421742  0.08
O2 -0.967976 0.459381 2.685094  -0.44
S1 -0.182146 0.905537 1.599314  0.98
H1 -3.210440 1.606665 -3.042772  0.12
H2 -3.747270 3.054315 -1.001730  0.11
H3 -1.399708 -0.063437 -2.847062  0.12
H4 -2.457739 2.785425 0.999349  0.12
H5 3.047213 0.658938 0.944993  0.10
H6 3.885126 -0.927871 0.933235  0.06
H7 2.936131 -0.431295 -0.581309  0.12
H8 1.624748 -2.630609 -0.323629  0.10
H9 0.742505 -3.065645 1.395420  0.14
H10 2.468165 -2.932253 1.154787  0.03
H11 1.790685 -1.041783 2.328693  0.16

Atoms 1-6, force components in eV/Å:
-0.8 0.8 -1.9
1.5 0.1 0.1
0.4 -0.2 -0.2
-1.1 1.4 0.6
-0.4 -1.5 2.1
2.0 -1.2 -0.5

(4)
ORCA calculation (wB97M-V/def2-TZVPD) on one molecule with the formula C10H11NS at a distorted geometry.

Results
Lowest unoccupied orbital energy in eV: 0.133
ΔE to the lowest compared entry with this formula, charge and spin in kcal per mole: 81.6
Molar mass in g/mol: 177.27

Last column: Löwdin charge in e.
Element x y z (Å)
C1 -2.239578 -0.777017 0.634845  0.00
C2 -1.633763 0.243074 1.214189  -0.61
C3 -1.427087 1.562250 0.647729  -0.15
C4 -0.300205 2.271096 0.568646  -0.11
C5 1.022415 1.821095 0.935411  -0.18
N1 1.472301 0.644122 0.943853  0.10
C6 1.093196 -0.576586 0.496136  -0.39
C7 1.090975 -0.918825 -0.822225  -0.07
C8 1.221966 0.105584 -2.040578  -0.06
C9 0.958275 -1.576858 1.536232  -0.10
C10 0.075553 -1.450940 2.542810  -0.37
S1 -0.890238 0.018898 2.875047  0.93
H1 -2.383283 -1.673559 1.228424  0.07
H2 -2.532436 -0.609630 -0.500329  0.13
H3 -2.373704 2.157689 0.261598  0.15
H4 -0.496050 3.323545 0.173788  0.12
H5 1.846719 2.464502 1.410792  0.14
H6 1.117843 -1.964041 -1.054330  0.09
H7 0.225338 -0.061560 -2.612963  0.09
H8 2.044944 -0.295952 -2.519845  0.02
H9 1.190027 1.168568 -1.586827  0.08
H10 1.502114 -2.415990 1.255530  0.09
H11 -0.233172 -2.053065 3.350888  0.03

Atoms 1-6, force components in eV/Å:
-0.6 0.9 -2.3
0.6 0.0 1.0
-2.1 1.7 -1.1
-1.0 2.0 -1.0
2.1 0.2 1.4
0.6 0.6 0.4

| no. | Kohn-Sham gap (eV) |
| --- | --- |
| 1 | 6.48 |
| 2 | 8.58 |
| 3 | 9.62 |
| 4 | 8.02 |